Density functional theory data (wB97M-V/def2-TZVPD) for a molecular structure, C32H21F7N5O9SW.

Each line ends with the Löwdin charge.
Positions of all 76 atoms, in Å:
W -0.1935 0.1203 -0.1730  2.111
O -2.1910 0.1034 1.4237  -0.155
C -2.5641 1.3416 2.0481  -0.148
C -2.5032 2.4211 0.9711  -0.124
N -1.1657 2.5258 0.3533  -0.177
C -1.3114 3.2346 -0.9342  -0.033
C -1.5041 2.0899 -1.9503  -0.520
O -2.3972 1.9839 -2.7407  0.181
O -0.5727 1.1839 -1.7272  -0.227
C -0.2031 3.1427 1.2807  -0.035
C 0.4659 2.0435 2.1458  -0.568
O 1.0906 2.2902 3.1381  0.169
O 0.2447 0.8439 1.6707  -0.210
H -2.3223 -0.6201 2.0570  0.129
H -1.8931 1.5684 2.8837  0.134
H -3.5896 1.2667 2.4262  0.147
H -2.7980 3.3893 1.3976  0.152
H -3.2185 2.1565 0.1852  0.133
H -0.3974 3.7820 -1.1850  0.144
H -2.1519 3.9361 -0.9543  0.153
H -0.6635 3.8826 1.9452  0.154
H 0.5909 3.6474 0.7237  0.144
F 3.8475 -2.7925 -2.7518  0.116
C 2.5479 -2.5033 -2.6730  -0.238
C 2.1115 -1.5996 -1.7123  -0.002
C 0.7699 -1.2216 -1.6034  -0.140
C -0.1390 -1.8308 -2.5118  -0.102
C 0.3293 -2.7829 -3.4309  -0.193
F -0.5229 -3.4310 -4.2356  0.097
C 1.6633 -3.1167 -3.5414  0.110
C -1.5473 -1.4347 -2.4246  -0.176
C -2.4430 -1.6024 -3.4831  0.040
C -3.7664 -1.2386 -3.3437  0.011
C -4.1870 -0.7465 -2.1127  -0.013
C -3.2549 -0.5728 -1.1162  -0.105
N -1.9400 -0.8640 -1.2399  -0.003
H 2.8730 -1.1910 -1.0597  0.108
H 1.9940 -3.8214 -4.2863  0.148
H -2.0911 -1.9822 -4.4266  0.127
H -4.4547 -1.3327 -4.1670  0.130
H -5.2186 -0.4897 -1.9427  0.124
H -3.5740 -0.1959 -0.1539  0.109
F -0.0290 -6.8313 1.7522  0.160
C -0.0449 -5.5194 1.5520  -0.111
C -1.2552 -4.8501 1.3429  -0.124
F -2.3988 -5.5223 1.3266  0.152
C -1.2446 -3.4767 1.1391  -0.102
F -2.3783 -2.7582 0.9495  0.099
C -0.0542 -2.7380 1.1183  -0.193
O -0.0710 -1.4296 0.9136  -0.200
C 1.1437 -3.4351 1.3304  -0.108
F 2.2772 -2.7171 1.3061  0.122
C 1.1563 -4.8049 1.5518  -0.123
F 2.3029 -5.4360 1.7536  0.159
O 3.5460 5.8542 -0.6200  -0.490
S 4.2983 6.2202 -1.8137  0.825
O 4.2018 5.1986 -2.8484  -0.489
O 6.2118 6.0878 -1.2373  -0.122
C 6.4344 4.9278 -0.8016  -0.537
N 7.6441 4.5450 -0.3395  0.164
C 7.7699 3.3705 0.2215  -0.126
C 6.7245 2.4571 0.3587  0.001
C 5.5419 2.8577 -0.2558  -0.238
N 5.4386 4.0430 -0.8154  0.123
C 4.2801 2.1311 -0.3256  -0.061
C 3.3329 2.5553 -1.2726  0.066
C 2.0842 1.9971 -1.2664  -0.052
N 1.6940 1.0491 -0.3700  -0.112
C 2.6375 0.6093 0.5088  -0.121
C 3.9101 1.1229 0.5682  0.056
H 8.7659 3.1408 0.5797  0.111
H 6.8406 1.5115 0.8567  0.095
H 3.5949 3.3601 -1.9536  0.097
H 1.3495 2.3069 -2.0056  0.126
H 2.3374 -0.1901 1.1908  0.120
H 4.5999 0.7657 1.3163  0.133

Kohn-Sham gap = 3.0 eV
Energy above the lowest of the compared OMol25 structures with the same formula, charge and spin = 153.1 kJ/mol
E_LUMO = -6.62 eV
Net charge = +1
Spin multiplicity = 1


Density functional theory data (wB97M-V/def2-TZVPD) for a molecular structure, C36H40B2F4N5O7PY.

Each line ends with the Mulliken spin population.
Positions of all 96 atoms, in Å:
Y 0.8068 0.6376 -1.1992  -0.110
C 3.8828 4.1799 -1.3663  -0.001
C 2.8796 3.1321 -1.0165  0.059
N 2.1153 2.5530 -1.8667  0.005
O 2.2172 2.9264 -3.1393  -0.005
B 1.3827 2.0248 -4.0091  0.009
F 1.1920 2.5891 -5.2376  0.000
F 0.1226 1.8808 -3.2838  -0.001
O 1.9689 0.6917 -4.1804  0.012
N 2.0833 0.0706 -2.9517  0.272
C 3.0199 -0.8652 -2.8026  0.213
C 3.8400 -1.4001 -3.9364  -0.001
C 3.2063 -1.3307 -1.4632  0.187
N 2.5110 -0.6792 -0.5320  0.317
O 2.5787 -1.1533 0.7795  -0.003
B 2.8511 -0.0721 1.7570  0.008
F 4.1274 0.4634 1.5098  0.001
F 2.7377 -0.6434 3.0246  0.000
O 1.8036 1.0259 1.7111  0.005
N 1.8324 1.7237 0.5242  0.007
C 2.7320 2.6226 0.3708  0.024
C 3.6273 3.1275 1.4456  0.001
C 4.1529 -2.4569 -1.1643  -0.032
H 3.8754 4.3484 -2.4379  0.001
H 4.8836 3.8706 -1.0572  0.001
H 3.6542 5.1198 -0.8562  0.002
H 3.5367 -0.9224 -4.8619  0.006
H 3.7065 -2.4828 -4.0342  0.004
H 4.9066 -1.2147 -3.7799  0.005
H 3.3099 2.7439 2.4078  0.001
H 3.6115 4.2200 1.4497  -0.001
H 4.6499 2.7960 1.2709  0.001
H 3.8373 -3.3832 -1.6570  0.001
H 4.1953 -2.6232 -0.0924  0.008
H 5.1593 -2.2219 -1.5189  -0.001
O -1.5918 0.3468 -2.0482  0.001
C -2.0839 1.1353 -1.2768  0.003
C -3.4169 0.8394 -0.6643  0.003
C -4.6380 1.1144 -1.2578  0.000
C -5.7956 0.6364 -0.6712  0.000
C -5.7269 -0.1277 0.4900  0.000
C -4.4999 -0.4303 1.0568  0.001
C -3.3167 0.0482 0.4925  -0.001
P -1.6262 -0.5022 1.0606  -0.001
C -2.0012 -2.3056 1.1150  0.000
C -2.4007 -2.9086 -0.0818  0.001
C -2.6260 -4.2738 -0.1427  0.000
C -2.4602 -5.0611 0.9944  0.000
C -2.0798 -4.4684 2.1888  0.000
C -1.8484 -3.0962 2.2493  0.001
C -1.6086 -0.0498 2.8391  0.000
C -2.6048 0.6578 3.5125  0.000
C -2.4306 1.0299 4.8419  0.000
C -1.2593 0.7009 5.5130  0.000
C -0.2578 0.0033 4.8492  0.000
C -0.4299 -0.3594 3.5214  0.002
H -4.6818 1.6970 -2.1704  0.000
H -6.7553 0.8433 -1.1291  0.000
H -6.6353 -0.5106 0.9390  0.000
H -4.4538 -1.0633 1.9368  0.000
H -2.5154 -2.3008 -0.9748  0.000
H -2.9309 -4.7275 -1.0791  0.000
H -2.6316 -6.1295 0.9471  0.000
H -1.9633 -5.0717 3.0821  0.000
H -1.5531 -2.6485 3.1904  0.000
H -3.5227 0.9288 3.0080  0.000
H -3.2124 1.5834 5.3502  0.000
H -1.1233 0.9998 6.5465  0.000
H 0.6730 -0.2408 5.3502  0.000
H 0.3845 -0.8571 3.0068  0.000
C -1.1882 3.3206 1.3345  -0.002
C -1.5767 3.3883 -0.1290  0.003
C -3.0312 3.7839 -0.2950  0.000
C -0.6878 4.3446 -0.9041  0.000
O -1.2566 2.0457 -0.7289  -0.014
H -1.0851 4.3377 1.7230  0.000
H -0.2370 2.8030 1.4672  0.002
H -1.9468 2.8005 1.9209  0.000
H -3.1157 4.8177 0.0413  0.000
H -3.7032 3.1772 0.3090  0.000
H -3.3490 3.7414 -1.3428  0.000
H -0.8939 5.3704 -0.5931  0.000
H -0.8679 4.2505 -1.9773  0.000
H 0.3630 4.1219 -0.7208  0.000
O 0.0756 -1.6076 -1.2365  -0.013
N 0.5257 -2.8275 -1.1993  0.008
C 0.5673 -3.5142 -2.3581  -0.005
C 0.9841 -4.8243 -2.3845  -0.005
C 1.3654 -5.4477 -1.2056  0.006
C 1.3220 -4.7193 -0.0333  -0.003
C 0.9019 -3.4025 -0.0480  0.015
H 0.2531 -2.9502 -3.2235  0.004
H 1.0056 -5.3471 -3.3313  0.001
H 1.6976 -6.4794 -1.2061  0.001
H 1.6199 -5.1516 0.9129  0.000
H 0.8852 -2.7627 0.8164  -0.003

Kohn-Sham gap (alpha / beta) = 5.4 / 7.6 eV
Energy above the lowest of the compared OMol25 structures with the same formula, charge and spin = 119.1 kJ/mol
E_LUMO (alpha / beta) = 0.20 / 0.09 eV
Spin multiplicity = 2


Density functional theory data (wB97M-V/def2-TZVPD) for C6H12N2 in the gas phase.

Each line ends with the natural charge from an NBO analysis.
Positions of all 20 atoms, in Å:
C -0.3688 2.4291 1.1512  -0.654
C 0.0977 1.3045 0.2732  -0.271
C 0.0644 0.0173 0.6334  0.129
N -0.4510 -0.4306 1.8452  -0.819
C 0.5591 -1.0634 -0.2519  0.134
N 1.4791 -1.9159 0.3882  -0.826
C 0.1341 -1.2857 -1.4990  -0.244
C -0.9523 -0.5346 -2.1941  -0.636
H 0.3411 2.6117 1.9680  0.206
H -0.4630 3.3495 0.5765  0.221
H -1.3399 2.1950 1.5907  0.210
H 0.4965 1.5616 -0.6948  0.209
H -0.1549 -1.3598 2.0997  0.392
H -0.4216 0.2333 2.6029  0.376
H 1.9282 -2.5576 -0.2489  0.375
H 2.1573 -1.4209 0.9508  0.371
H 0.5749 -2.0983 -2.0592  0.186
H -0.5400 0.1045 -2.9778  0.207
H -1.6473 -1.2302 -2.6657  0.208
H -1.4937 0.0906 -1.4885  0.225

Kohn-Sham gap = 8.8 eV
SMILES = C/C=C(N)/C(N)=C\C
Energy above the lowest of the compared OMol25 structures with the same formula, charge and spin = 59.0 kJ/mol
E_LUMO = 1.04 eV
Spin multiplicity = 1


Density functional theory data (wB97M-V/def2-TZVPD) for a molecular structure, C45H48AsI2N2OPSTi.

Each line ends with the Mulliken spin population.
Positions of all 102 atoms, in Å:
Ti 0.2127 -1.1232 -0.8964  0.969
I -3.0232 -7.3476 -3.4675  0.000
C -1.7995 -5.7254 -3.0009  -0.001
C -1.2063 -4.9936 -4.0190  0.001
C -0.4038 -3.9082 -3.7027  -0.009
I 0.4432 -2.7330 -5.1981  0.000
C -0.1819 -3.5564 -2.3743  0.000
O 0.5633 -2.4843 -2.0665  -0.006
C -0.7930 -4.2914 -1.3501  0.011
C -0.5861 -3.8684 0.0809  0.006
N -1.0574 -2.4721 0.3105  0.001
C -2.4882 -2.2803 0.0143  0.001
C -2.6981 -1.6421 -1.3325  0.009
C -3.7885 -1.9477 -2.1277  -0.001
C -3.9730 -1.2511 -3.3104  -0.001
C -3.0618 -0.2675 -3.6683  0.003
C -1.9803 -0.0406 -2.8436  0.028
N -1.7926 -0.7168 -1.6995  -0.040
C -1.5972 -5.3735 -1.6740  0.001
H -1.3716 -5.2583 -5.0536  0.000
H 0.4733 -3.8906 0.3491  0.002
H -1.1202 -4.5546 0.7434  0.003
H -0.8979 -2.2010 1.2828  0.011
H -2.8873 -1.5981 0.7726  -0.005
H -3.0401 -3.2207 0.0787  -0.002
H -4.4744 -2.7261 -1.8242  0.000
H -4.8154 -1.4773 -3.9496  0.000
H -3.1736 0.3011 -4.5796  0.000
H -1.2246 0.6964 -3.0921  -0.004
H -2.0682 -5.9450 -0.8842  0.000
S 1.8332 -1.0850 0.8187  -0.026
C 2.8415 0.3747 0.7387  0.001
C 3.5681 0.7177 1.8787  -0.001
C 4.4081 1.8187 1.8686  0.001
C 4.5502 2.5914 0.7224  -0.001
C 3.8292 2.2617 -0.4130  -0.003
C 2.9646 1.1714 -0.4023  0.017
As 1.9321 0.6406 -1.9328  0.021
C 1.2857 2.2583 -2.7696  0.002
C 0.7766 2.1673 -4.0650  -0.002
C 0.2009 3.2759 -4.6671  0.000
C 0.1226 4.4793 -3.9779  0.000
C 0.6236 4.5716 -2.6881  0.001
C 1.2040 3.4641 -2.0823  -0.003
C 3.2225 -0.0663 -3.1817  -0.001
C 3.5783 -1.4050 -3.0446  -0.002
C 4.5324 -1.9531 -3.8880  0.001
C 5.1234 -1.1709 -4.8706  0.000
C 4.7688 0.1640 -5.0046  0.000
C 3.8207 0.7214 -4.1581  -0.001
H 3.4656 0.1126 2.7699  -0.001
H 4.9647 2.0704 2.7616  0.000
H 5.2195 3.4405 0.7137  0.000
H 3.9382 2.8554 -1.3141  0.000
H 0.8433 1.2312 -4.6119  0.000
H -0.1798 3.2029 -5.6774  0.000
H -0.3222 5.3453 -4.4495  0.000
H 0.5699 5.5094 -2.1512  0.000
H 1.5995 3.5464 -1.0775  -0.001
H 3.1097 -2.0204 -2.2851  0.006
H 4.8103 -2.9930 -3.7815  0.000
H 5.8632 -1.6016 -5.5317  0.000
H 5.2340 0.7764 -5.7652  0.000
H 3.5557 1.7664 -4.2625  0.000
C -2.6228 -1.1198 4.7598  0.000
C -2.6466 0.3139 4.2125  0.001
C -2.3467 1.2744 5.3628  0.000
C -4.0456 0.5865 3.6558  0.000
P -1.3829 0.3380 2.8147  0.007
C 0.1739 0.3654 3.7873  -0.003
C 0.8026 1.4937 4.3137  0.000
C 1.9446 1.3783 5.0931  0.000
C 2.4763 0.1283 5.3755  0.000
C 1.8676 -1.0054 4.8579  0.002
C 0.7374 -0.8803 4.0644  0.002
C -1.4914 1.9765 1.8832  0.002
C -2.6168 1.8338 0.8440  0.004
C -0.1796 2.0825 1.0912  -0.035
C -1.7496 3.2656 2.6651  0.000
H -3.3680 -1.2134 5.5527  0.000
H -1.6526 -1.3746 5.1870  0.000
H -2.8650 -1.8511 3.9842  0.000
H -3.1295 1.1820 6.1198  0.000
H -2.3182 2.3150 5.0425  0.000
H -1.3946 1.0377 5.8384  0.000
H -4.7866 0.3537 4.4237  0.000
H -4.2665 -0.0349 2.7840  0.000
H -4.1824 1.6310 3.3790  0.000
H 0.4017 2.4798 4.1338  0.000
H 2.4118 2.2695 5.4906  0.000
H 3.3606 0.0389 5.9923  0.000
H 2.2777 -1.9859 5.0606  0.000
H 0.2884 -1.7750 3.6469  -0.001
H -2.5061 0.9185 0.2617  0.009
H -2.5710 2.6789 0.1511  0.000
H -3.6049 1.8323 1.2953  0.000
H -0.1064 1.2191 0.4114  0.029
H 0.7142 2.0865 1.7142  -0.001
H -0.1928 2.9850 0.4765  -0.001
H -2.7225 3.2482 3.1567  0.000
H -1.7584 4.1031 1.9620  0.000
H -0.9959 3.4819 3.4179  0.000

Kohn-Sham gap (alpha / beta) = 7.4 / 7.5 eV
Energy above the lowest of the compared OMol25 structures with the same formula, charge and spin = 24.0 kJ/mol
E_LUMO (alpha / beta) = -2.87 / -2.80 eV
Net charge = +1
Spin multiplicity = 2


Density functional theory data (wB97M-V/def2-TZVPD) for 7 unconnected molecules or ions with the total composition C34H37BN6O4.

Each line ends with the Löwdin charge.
Positions of all 82 atoms, in Å:
O 3.5113 -0.0176 -0.5849  -0.051
C 2.4886 0.6470 -1.1546  -0.222
C 2.6257 2.2163 -1.7174  0.020
C 1.4364 3.1538 -1.6307  0.031
C 0.0185 2.5977 -0.9390  -0.215
O -0.7124 3.3768 -0.1394  -0.016
C -0.3335 1.0061 -1.2936  0.021
C -1.8436 0.4167 -1.5393  0.017
B -3.1877 1.3591 -1.4079  -0.415
O -4.0473 1.1071 -0.1989  0.016
O -3.6313 2.3947 -2.3635  0.062
C -1.9956 -1.1700 -1.9285  0.015
C -0.6796 -2.1919 -2.0520  -0.010
C 0.8429 -1.6185 -1.7745  0.027
C 0.9778 -0.0265 -1.4032  -0.020
H 3.6527 2.4961 -2.2031  0.113
H 1.4897 4.2471 -2.0461  0.127
H -3.6029 1.6403 0.5434  0.136
H -2.8682 2.9320 -2.7287  0.127
H -3.0739 -1.6225 -2.1061  0.108
H -0.8460 -3.3192 -2.3233  0.084
H 1.8022 -2.2914 -1.8296  0.086
C 1.2419 3.9264 3.6034  -0.104
C 1.3411 2.6391 4.1834  -0.113
C 1.5910 1.7478 3.1640  -0.141
N 1.6412 2.4515 1.9889  0.010
C 1.4350 3.7816 2.2477  -0.145
H 1.0515 4.8586 4.1192  0.094
H 1.2417 2.3893 5.2318  0.086
H 1.7356 0.6757 3.1741  0.100
H 1.8057 2.0519 1.0740  0.102
H 1.4416 4.5089 1.4470  0.104
C -7.2039 4.4308 1.0977  -0.118
C -6.8854 5.5629 0.3101  -0.121
C -5.8419 5.2082 -0.5153  -0.140
N -5.5167 3.9034 -0.2500  0.010
C -6.3455 3.4194 0.7284  -0.141
H -7.9769 4.3605 1.8520  0.089
H -7.3659 6.5322 0.3413  0.089
H -5.3036 5.7715 -1.2658  0.103
H -4.7808 3.3795 -0.7056  0.095
H -6.2528 2.4000 1.0782  0.102
C 0.2252 -0.0051 8.7669  -0.117
C -0.7958 0.4028 7.8757  -0.116
C -0.3984 0.0479 6.6060  -0.153
N 0.8287 -0.5555 6.6995  -0.003
C 1.2145 -0.5972 8.0140  -0.145
H 0.2371 0.1185 9.8421  0.090
H -1.7217 0.9011 8.1325  0.091
H -0.8819 0.1740 5.6465  0.106
H 1.3651 -0.9146 5.9204  0.144
H 2.1581 -1.0421 8.3002  0.104
C 5.3842 3.2805 -6.4357  -0.114
C 4.2133 2.7194 -6.9991  -0.114
C 3.7699 1.7426 -6.1359  -0.145
N 4.6348 1.6915 -5.0738  -0.010
C 5.6193 2.6295 -5.2453  -0.146
H 5.9898 4.0747 -6.8527  0.093
H 3.7438 2.9983 -7.9336  0.093
H 2.9160 1.0803 -6.1870  0.105
H 4.5580 1.0609 -4.2863  0.137
H 6.4017 2.7521 -4.5084  0.105
C -3.0851 -7.3702 -2.3341  -0.115
C -3.0910 -7.5744 -0.9335  -0.113
C -3.0787 -6.3331 -0.3377  -0.139
N -3.0607 -5.3873 -1.3296  -0.008
C -3.0701 -6.0104 -2.5504  -0.152
H -3.0924 -8.1328 -3.1021  0.092
H -3.1036 -8.5245 -0.4154  0.093
H -3.0798 -6.0426 0.7044  0.107
H -3.0442 -4.3863 -1.1836  0.129
H -3.0637 -5.4344 -3.4660  0.102
C 3.8149 -5.7202 -0.9674  -0.114
C 3.8090 -5.9244 0.4331  -0.114
C 3.8213 -4.6831 1.0289  -0.138
N 3.8393 -3.7373 0.0370  0.002
C 3.8299 -4.3604 -1.1837  -0.161
H 3.8076 -6.4828 -1.7354  0.092
H 3.7964 -6.8745 0.9513  0.092
H 3.8202 -4.3926 2.0711  0.106
H 3.8558 -2.7363 0.1831  0.131
H 3.8363 -3.7844 -2.0994  0.099

Kohn-Sham gap = 5.3 eV
SMILES = O=C1C=CC(=O)c2c(B(O)O)cccc21.c1cc[nH]c1.c1cc[nH]c1.c1cc[nH]c1.c1cc[nH]c1.c1cc[nH]c1.c1cc[nH]c1
E_LUMO = -2.70 eV
Spin multiplicity = 1


Density functional theory data (wB97M-V/def2-TZVPD) for C4H4N4O in the gas phase.

Each line ends with the natural charge from an NBO analysis.
Positions of all 13 atoms, in Å:
O -2.9076 0.0126 -0.0034  -0.606
C -1.7218 0.0176 0.0079  0.777
N -0.8734 -1.1405 -0.0197  -0.603
C 0.4051 -0.6952 -0.0228  0.196
N 1.6027 -1.2257 0.0219  -0.436
C 2.3877 -0.1405 -0.0287  0.114
N 1.6887 1.0573 -0.0095  -0.517
C 0.4130 0.6637 -0.0012  0.201
N -0.8360 1.1710 0.0304  -0.613
H -1.2266 -2.0764 0.0745  0.432
H 3.4688 -0.1997 0.0994  0.198
H 2.1736 1.9406 0.0299  0.430
H -1.1323 2.1264 -0.0691  0.427

Kohn-Sham gap = 7.8 eV
SMILES = O=c1[nH]c2nc[nH]c2[nH]1
Energy above the lowest of the compared OMol25 structures with the same formula, charge and spin = 0.0 kJ/mol
E_LUMO = 0.56 eV
Spin multiplicity = 1


Listing strongest force on any atom for the structures above in their given order: 2.5, 1.9, 0.4, 0.5, 8.3, 2.6 eV/Å.
Listing total energy for the structures above in their given order: -3347.0243, -3025.4662, -345.3054, -6348.4330, -1971.7263, -449.0955 a.u..